This record from OMol25 describes a cluster of 9 separate species, C61H130F3N10O3S in total in a non-equilibrium geometry. The level of theory is ωB97M-V with the def2-TZVPD basis set.

Structure (XYZ):
```
208
Properties=species:S:1:pos:R:3:lowdin_charge:R:1
S -0.658 1.152 -0.972 0.49
F 0.227 -1.437 -0.489 0.07
F 1.347 -0.352 -2.191 0.08
F -0.646 -1.138 -2.345 0.15
O 0.266 1.839 -0.116 -0.33
O -1.893 0.857 -0.183 -0.36
O -0.925 1.778 -2.261 -0.34
N 3.130 1.368 -6.169 -0.25
N -3.544 -3.720 0.486 -0.21
N -4.350 0.850 -3.934 -0.08
N 3.568 3.166 3.313 -0.08
N -0.949 5.953 -1.273 -0.23
N -4.130 1.848 4.099 -0.21
N 1.945 -1.481 5.624 -0.24
N 4.841 1.561 2.455 -0.09
N 4.248 -6.875 -1.877 -0.25
N -6.416 0.053 -3.464 -0.05
C -4.999 0.871 4.951 0.06
C 0.194 5.435 -0.424 -0.11
C 4.464 -6.881 -3.451 0.07
C -0.408 8.465 -0.782 -0.21
C -3.934 -4.540 -0.767 0.07
C -4.148 2.763 1.503 -0.20
C 3.649 -0.021 -5.866 -0.14
C 3.570 -4.522 -1.873 -0.21
C 3.934 2.540 2.125 0.05
C 3.261 -1.051 6.272 -0.11
C -3.340 -2.250 0.177 -0.12
C -3.347 1.706 -4.481 0.00
C 4.237 2.597 4.391 0.06
C 0.208 -4.599 1.296 -0.07
C -0.095 -0.539 2.418 -0.10
C 1.734 -0.955 4.224 -0.10
C -7.794 -0.021 -3.282 -0.19
C 3.541 -2.080 7.378 -0.11
C 3.176 -5.883 -1.351 -0.10
C -0.449 9.934 -1.378 -0.06
C 4.311 2.221 -6.560 0.05
C 5.001 1.517 3.813 0.01
C -0.867 4.977 -2.469 -0.06
C -2.719 1.169 3.961 -0.10
C -0.775 7.381 -1.814 -0.11
C -4.273 -0.518 -3.665 0.01
C 0.813 1.016 -6.698 -0.18
C 2.535 -3.335 -1.723 -0.08
C 0.859 1.370 -5.293 -0.17
C 0.761 -0.984 6.589 0.07
C 5.618 -6.845 -1.181 -0.09
C 2.663 4.264 3.356 -0.15
C 0.308 -1.288 3.710 -0.19
C -4.222 -1.375 1.082 -0.16
C -5.050 2.894 0.206 -0.05
C 0.615 4.566 -2.630 -0.15
C -2.657 2.845 5.787 -0.13
C 5.498 0.587 1.590 0.02
C 3.853 -8.325 -1.525 -0.10
C -4.789 -3.575 1.398 -0.09
C -1.999 1.632 5.195 -0.19
C -2.311 -4.283 1.303 -0.07
C 2.219 2.055 -5.082 -0.04
C 0.148 -0.555 -1.521 -0.60
C 4.288 -0.183 -4.541 -0.24
C -5.682 1.157 -3.955 0.08
C 2.609 -3.317 7.113 -0.09
C 5.002 -1.540 -4.475 -0.07
C -4.831 2.052 2.730 -0.10
C 2.181 1.249 -7.325 -0.08
C -1.062 -4.532 0.480 -0.25
C -5.455 -2.231 1.232 -0.13
C -2.261 5.843 -0.475 0.05
C 2.029 -3.039 5.682 -0.07
C -3.857 3.154 4.878 -0.06
C 5.083 -9.258 -1.440 -0.12
C 1.308 4.901 -1.337 -0.15
C -5.551 -0.976 -3.390 -0.01
C 1.285 3.720 2.979 -0.06
C 6.190 -8.294 -1.018 -0.11
C -8.162 0.571 -1.944 -0.06
H -7.540 0.239 -1.113 0.06
H 3.582 -0.133 -3.712 0.09
H 0.870 0.450 -4.709 0.11
H -3.515 3.902 4.163 0.13
H -9.175 0.295 -1.653 0.10
H -2.617 -5.307 1.517 0.15
H 2.814 -0.715 -5.961 0.14
H -3.306 -0.997 -3.710 0.13
H -2.763 0.084 3.864 0.11
H -7.950 1.640 -1.924 0.08
H -4.377 2.912 -0.651 0.06
H 1.806 4.053 -0.867 0.10
H -8.327 0.623 -3.981 0.15
H -3.229 2.605 -3.876 0.10
H 1.155 -0.925 7.604 0.11
H -0.110 -1.634 6.512 0.11
H -1.141 8.411 0.023 0.10
H 1.175 3.159 2.051 0.05
H 2.843 -2.482 -2.328 0.04
H 5.002 -10.090 -0.741 0.13
H -0.104 10.632 -0.616 0.09
H 5.010 0.621 -4.395 0.11
H -4.939 -0.126 4.514 0.10
H -5.716 3.740 0.377 0.09
H -4.375 -0.400 0.619 0.11
H -1.233 -5.391 -0.169 0.12
H 0.555 -0.786 1.578 0.06
H 0.635 4.574 2.785 0.08
H 0.510 -0.019 -6.862 0.13
H 2.178 2.252 -7.753 0.15
H -1.409 10.325 -1.717 0.09
H -3.624 -2.075 -0.861 0.12
H -2.020 3.728 5.815 0.13
H 0.068 1.523 -7.310 0.13
H 3.295 0.013 6.506 0.13
H 6.053 -0.264 1.986 0.12
H 2.635 -3.344 4.829 0.13
H 0.764 3.516 -2.881 0.09
H -6.116 2.057 -4.367 0.18
H 3.055 -6.074 -0.285 0.13
H -6.237 -1.876 1.904 0.14
H -5.895 -2.285 0.236 0.12
H 4.732 1.925 -7.521 0.13
H -4.695 -3.916 -1.236 0.10
H -0.096 -5.044 2.243 0.09
H 2.693 4.677 4.365 0.15
H 2.581 -2.907 -0.721 0.06
H -0.957 1.900 5.016 0.10
H -2.276 -2.026 0.250 0.10
H 0.605 8.376 -0.391 0.11
H 5.085 -6.055 -3.797 0.10
H 3.826 -4.447 -2.930 0.10
H -5.731 2.611 2.988 0.14
H -3.251 2.161 1.360 0.06
H -5.674 2.017 0.032 0.05
H -4.765 3.438 5.410 0.15
H -1.118 -0.658 2.062 0.06
H 2.077 5.669 -1.420 0.12
H -3.178 6.104 -1.004 0.12
H 0.868 -5.344 0.851 0.07
H 6.441 -8.423 0.034 0.12
H -3.674 -1.288 2.020 0.10
H 1.704 -3.270 7.719 0.11
H 2.621 1.895 -4.082 0.12
H 4.478 -4.179 -1.378 0.11
H 0.081 7.287 -2.481 0.14
H 4.246 -2.263 -4.781 0.08
H 2.574 0.520 -8.033 0.16
H 5.002 2.137 -5.722 0.10
H 3.569 2.850 1.157 0.16
H 5.206 -9.739 -2.411 0.12
H 0.032 0.536 2.550 0.06
H -0.043 1.931 -5.048 0.11
H 4.909 -7.829 -3.752 0.12
H -3.638 1.974 -5.497 0.12
H -2.431 1.130 -4.611 0.09
H 1.155 5.109 -3.405 0.12
H 0.779 3.226 3.808 0.06
H 1.947 0.108 4.332 0.12
H -1.627 7.819 -2.334 0.15
H 4.583 -2.397 7.343 0.13
H 1.015 -3.411 5.535 0.12
H 4.733 0.240 0.895 0.09
H 5.272 -1.779 -3.446 0.07
H -5.474 -4.370 1.103 0.14
H 0.314 10.024 -2.151 0.08
H -1.458 4.126 -2.129 0.10
H 3.151 -4.254 7.244 0.13
H 0.045 -2.323 3.491 0.10
H 5.920 -1.498 -5.061 0.10
H 4.339 -0.190 -6.693 0.15
H 0.580 0.058 6.326 0.09
H 0.455 6.231 0.273 0.13
H 4.114 2.901 5.420 0.14
H -1.997 0.786 5.882 0.11
H 3.138 -8.592 -2.303 0.14
H -4.388 -3.646 2.409 0.14
H -2.189 4.791 -0.197 0.08
H -1.282 5.451 -3.358 0.14
H 3.276 -1.690 8.361 0.12
H 1.547 -3.596 -2.100 0.08
H -4.691 0.847 5.996 0.12
H -2.151 1.602 3.138 0.12
H 5.629 0.824 4.352 0.14
H 3.947 3.246 -6.638 0.11
H -8.198 -1.031 -3.357 0.15
H 2.536 -1.453 3.679 0.13
H 3.422 -6.766 -3.749 0.10
H -6.017 1.252 4.868 0.12
H 5.474 -6.284 -0.257 0.12
H -0.455 -0.898 4.384 0.08
H 4.044 -1.176 5.524 0.12
H 6.205 -6.223 -1.856 0.12
H 0.764 -3.662 1.322 0.07
H -3.091 -4.736 -1.429 0.11
H 2.174 3.139 -5.179 0.13
H -3.787 3.745 1.807 0.09
H -4.359 -5.468 -0.385 0.12
H 6.202 1.125 0.955 0.11
H 7.159 -8.300 -1.517 0.13
H -5.261 1.077 2.500 0.11
H -2.173 6.356 0.483 0.11
H -5.947 -1.975 -3.277 0.14
H -2.187 -3.624 2.162 0.13
H -0.126 4.545 0.119 0.11
H 2.934 4.937 2.542 0.14
H 2.303 -6.186 -1.929 0.13
H -0.871 -3.730 -0.234 0.09
H 3.430 -8.257 -0.523 0.13
H -3.120 2.685 6.761 0.13
```

Results
HOMO-LUMO gap: 9.857 eV
E: -3870.4257 Eh
charge: +7
LUMO level: -0.465 hartree
HOMO level: -22.500 eV
2S+1: 1